Entry 1:
The following is a DFT calculation (the ωB97M-V functional and the def2-TZVPD basis) of an isolated ion of composition C4H8NO2 and charge +1 at a distorted geometry.

Output
Kohn-Sham gap	0.430	Ha
charge	+1
energy	-362.07850	a.u.
energy above the lowest of the compared OMol25 structures with the same formula, charge and spin	354.37	kJ/mol

Atoms and positions in Å:
C1 -0.237 -1.724 0.141
N1 0.006 -0.275 -0.154
C2 -1.020 0.457 -0.851
C3 0.541 0.590 0.903
O1 1.965 0.555 1.048
C4 1.517 1.695 0.578
O2 1.807 2.737 0.226
H1 -0.885 -1.860 1.061
H2 -0.754 -2.295 -0.769
H3 0.617 -2.222 0.377
H4 0.664 -0.294 -0.976
H5 -2.073 0.439 -0.368
H6 -0.763 1.579 -1.111
H7 -1.262 0.031 -1.788
H8 -0.124 0.588 1.685

Entry 2:
The following is a DFT calculation (the ωB97M-V functional and the def2-TZVPD basis) of a 8-piece molecular cluster, C54H122N6O2 overall at a distorted geometry.

Output
Kohn-Sham gap	0.160	Ha
charge	+4
energy	-2608.09172	a.u.
energy above the lowest of the compared OMol25 structures with the same formula, charge and spin	26.57	kJ/mol

Atoms and positions in Å:
C1 -1.208 1.516 -0.753
C2 -1.196 1.475 0.740
C3 -1.849 2.788 1.186
O1 -1.855 0.352 1.206
H1 -2.118 1.588 -1.348
H2 -0.730 0.618 -1.145
H3 -0.656 2.414 -1.029
H4 -0.162 1.364 1.067
H5 -1.260 3.673 0.944
H6 -1.670 2.796 2.261
H7 -2.914 2.852 0.960
C4 2.214 4.693 0.589
C5 2.752 4.161 1.981
C6 1.819 3.212 2.819
O2 4.042 3.676 1.975
H8 1.147 4.875 0.717
H9 2.432 3.977 -0.204
H10 2.801 5.592 0.401
H11 2.670 4.964 2.714
H12 2.062 3.088 3.874
H13 1.812 2.225 2.357
H14 0.788 3.563 2.836
C7 -0.127 3.884 5.561
C8 -0.916 2.641 5.057
C9 -1.062 1.588 6.070
N1 -1.278 0.158 5.514
C10 -2.449 0.066 4.562
C11 -1.496 -0.831 6.694
C12 -0.032 -1.048 7.223
C13 0.827 -0.874 6.040
C14 -0.028 -0.454 4.801
H15 0.932 3.735 5.770
H16 -0.609 4.204 6.485
H17 -0.137 4.670 4.806
H18 -0.479 2.304 4.117
H19 -1.916 2.942 4.745
H20 -1.972 1.939 6.558
H21 -0.304 1.604 6.853
H22 -2.510 -0.994 4.316
H23 -2.119 0.758 3.787
H24 -3.383 0.458 4.966
H25 -1.887 -1.786 6.344
H26 -2.237 -0.382 7.355
H27 0.166 -2.050 7.604
H28 0.390 -0.265 7.853
H29 1.522 -1.697 5.875
H30 1.490 -0.026 6.210
H31 -0.386 -1.346 4.287
H32 0.621 0.091 4.115
C15 2.097 -2.604 2.211
C16 2.207 -1.590 1.077
C17 3.557 -0.748 1.049
N2 3.752 0.022 -0.258
C18 2.563 0.987 -0.578
C19 5.047 0.923 -0.127
C20 6.173 0.343 -1.069
C21 5.614 -1.044 -1.455
C22 4.073 -0.800 -1.499
H33 2.079 -2.181 3.215
H34 2.952 -3.277 2.146
H35 1.164 -3.169 2.221
H36 1.360 -0.904 1.072
H37 2.045 -2.236 0.215
H38 4.382 -1.444 1.200
H39 3.702 0.037 1.791
H40 2.486 1.589 0.328
H41 1.730 0.308 -0.762
H42 2.710 1.606 -1.462
H43 4.823 1.834 -0.683
H44 5.369 1.196 0.878
H45 6.395 0.987 -1.920
H46 7.087 0.301 -0.476
H47 5.984 -1.443 -2.400
H48 5.799 -1.839 -0.733
H49 3.782 -0.185 -2.351
H50 3.418 -1.666 -1.599
C23 0.572 4.914 -2.988
C24 1.992 4.940 -3.563
C25 2.981 6.041 -2.979
N3 4.455 5.884 -3.127
C26 5.126 7.285 -2.928
C27 4.962 5.310 -4.453
C28 6.355 4.625 -4.166
C29 6.344 4.511 -2.628
C30 5.008 5.000 -1.994
H51 0.086 4.051 -3.441
H52 0.138 5.841 -3.362
H53 0.534 4.758 -1.910
H54 1.986 5.158 -4.631
H55 2.473 3.979 -3.383
H56 2.854 6.295 -1.927
H57 2.610 6.974 -3.404
H58 4.773 7.665 -1.969
H59 4.826 8.041 -3.653
H60 6.195 7.153 -2.761
H61 4.928 6.116 -5.186
H62 4.246 4.525 -4.699
H63 7.209 5.242 -4.447
H64 6.367 3.694 -4.733
H65 7.253 4.952 -2.218
H66 6.466 3.463 -2.352
H67 5.125 5.564 -1.069
H68 4.407 4.136 -1.710
C31 -0.932 -0.651 -4.103
C32 0.026 -1.808 -4.069
C33 1.369 -1.455 -4.825
N4 2.229 -2.764 -5.002
C34 2.960 -3.159 -3.651
C35 1.475 -3.858 -5.769
C36 2.475 -4.883 -6.226
C37 3.679 -3.981 -6.650
C38 3.265 -2.549 -6.082
H69 -1.848 -0.839 -3.542
H70 -1.118 -0.397 -5.146
H71 -0.569 0.300 -3.712
H72 -0.628 -2.537 -4.549
H73 0.302 -2.129 -3.065
H74 2.031 -0.689 -4.420
H75 1.142 -1.109 -5.833
H76 3.688 -2.350 -3.584
H77 3.442 -4.114 -3.860
H78 2.234 -3.181 -2.838
H79 0.702 -4.320 -5.156
H80 0.990 -3.481 -6.670
H81 2.600 -5.628 -5.440
H82 2.087 -5.426 -7.088
H83 4.543 -4.178 -6.016
H84 3.839 -3.841 -7.719
H85 4.123 -2.030 -5.653
H86 2.770 -2.072 -6.928
C39 -6.124 2.099 3.682
C40 -6.222 0.660 3.076
C41 -5.397 0.579 1.803
N5 -5.595 -0.589 0.863
C42 -5.034 -1.860 1.532
C43 -4.892 -0.260 -0.502
C44 -5.797 0.653 -1.381
C45 -7.221 0.256 -0.944
C46 -7.079 -0.676 0.355
H87 -6.197 2.056 4.769
H88 -6.874 2.807 3.329
H89 -5.156 2.499 3.377
H90 -7.253 0.335 2.937
H91 -5.829 -0.090 3.762
H92 -4.336 0.572 2.050
H93 -5.501 1.466 1.179
H94 -5.243 -2.644 0.804
H95 -5.694 -2.053 2.378
H96 -3.987 -1.612 1.706
H97 -4.751 -1.206 -1.024
H98 -3.952 0.220 -0.231
H99 -5.653 0.425 -2.437
H100 -5.645 1.709 -1.159
H101 -7.576 -0.355 -1.774
H102 -7.945 1.044 -0.733
H103 -7.256 -1.696 0.015
H104 -7.807 -0.442 1.132
C47 -1.759 -2.517 -0.406
C48 -1.811 -3.869 0.340
C49 -2.855 -4.744 -0.269
N6 -3.287 -5.955 0.547
C50 -2.040 -6.882 0.699
C51 -4.464 -6.805 -0.112
C52 -5.545 -6.895 0.967
C53 -4.947 -6.518 2.306
C54 -3.813 -5.560 1.908
H105 -1.493 -2.594 -1.460
H106 -0.908 -1.920 -0.078
H107 -2.679 -1.946 -0.275
H108 -2.105 -3.654 1.367
H109 -0.859 -4.399 0.339
H110 -2.548 -5.156 -1.231
H111 -3.760 -4.216 -0.570
H112 -1.598 -7.047 -0.283
H113 -2.372 -7.829 1.124
H114 -1.312 -6.406 1.357
H115 -4.079 -7.760 -0.469
H116 -4.910 -6.296 -0.966
H117 -5.987 -7.884 1.087
H118 -6.367 -6.211 0.757
H119 -4.721 -7.439 2.843
H120 -5.636 -6.024 2.991
H121 -2.995 -5.582 2.628
H122 -4.172 -4.534 1.828

Entry 3:
The following is a DFT calculation (the ωB97M-V functional and the def2-TZVPD basis) of a 7-piece molecular cluster, C4H20BrN4O7 overall at a distorted geometry.

Output
Kohn-Sham gap (alpha / beta)	0.360 / 0.145	Ha
<S²>	0.75
spin multiplicity	2
energy	-3484.03410	a.u.

Atoms and positions in Å:
Br1 -9.894 10.271 -9.723
C1 -6.938 9.061 -12.421
O1 -6.084 8.514 -13.077
N1 -8.272 8.909 -12.610
N2 -6.646 9.965 -11.542
H1 -8.561 8.573 -13.518
H2 -8.820 9.381 -11.904
H3 -5.687 10.000 -11.227
H4 -7.406 10.217 -10.927
C2 -12.192 7.621 -12.739
O2 -13.293 7.712 -12.362
N3 -11.201 8.097 -12.158
N4 -11.927 6.988 -13.797
H5 -11.299 8.744 -11.388
H6 -10.305 7.757 -12.475
H7 -12.695 6.675 -14.373
H8 -11.025 7.077 -14.243
C3 -13.715 10.578 -9.441
C4 -15.246 10.467 -9.392
O3 -15.817 11.781 -9.345
O4 -13.014 11.081 -8.284
H9 -13.346 11.255 -10.211
H10 -13.222 9.641 -9.701
H11 -15.535 9.869 -8.528
H12 -15.533 9.906 -10.281
H13 -15.060 12.341 -9.158
H14 -12.100 11.229 -8.539
O5 -10.693 9.576 -6.248
H15 -10.153 9.734 -5.473
H16 -10.063 9.461 -6.959
O6 -10.386 13.634 -9.152
H17 -10.468 12.737 -9.476
H18 -9.503 13.902 -9.407
O7 -10.661 7.606 -8.146
H19 -11.459 7.699 -7.625
H20 -10.644 8.386 -8.701

Entry 4:
The following is a DFT calculation (the ωB97M-V functional and the def2-TZVPD basis) of a 2-piece molecular cluster, CH3ClFOP overall at a distorted geometry.

Output
Kohn-Sham gap (alpha / beta)	0.280 / 0.289	Ha
energy	-1016.48167	a.u.
energy above the lowest of the compared OMol25 structures with the same formula, charge and spin	475.08	kJ/mol

Atoms and positions in Å:
C1 -0.649 -0.586 -0.211
O1 0.648 -0.500 -0.131
F1 -1.596 1.987 0.442
P1 1.990 -0.925 0.571
Cl1 3.159 0.412 -0.419
H1 -1.289 1.091 0.540
H2 -1.166 -1.411 0.258
H3 -1.097 -0.067 -1.049

Entry 5:
The following is a DFT calculation (the ωB97M-V functional and the def2-TZVPD basis) of a 2-piece molecular cluster, C4H10N2O2 overall at a distorted geometry.

Output
Kohn-Sham gap	0.317	Ha
energy	-418.24462	a.u.
energy above the lowest of the compared OMol25 structures with the same formula, charge and spin	568.00	kJ/mol

Atoms and positions in Å:
H1 -1.582 -2.501 1.223
N1 -1.661 -1.684 0.621
C1 -1.009 -0.687 1.039
C2 -0.865 0.531 0.182
C3 -1.683 0.581 -1.079
O1 -0.390 1.571 0.680
H2 -0.535 -0.601 2.021
H3 -2.721 0.748 -0.801
H4 -1.350 1.393 -1.724
H5 -1.640 -0.375 -1.594
C4 1.338 -0.447 -0.906
O2 1.769 -0.424 0.756
N2 2.044 0.770 1.291
H6 0.606 -1.133 -1.313
H7 2.293 -0.899 -1.178
H8 1.328 0.567 -1.308
H9 1.195 1.396 1.248
H10 2.862 1.195 0.841

Entry 6:
The following is a DFT calculation (the ωB97M-V functional and the def2-TZVPD basis) of a 10-piece molecular cluster, C44H114N6O14 overall at a distorted geometry.

Output
Kohn-Sham gap	0.328	Ha
energy	-3126.20951	a.u.
energy above the lowest of the compared OMol25 structures with the same formula, charge and spin	786.42	kJ/mol

Atoms and positions in Å:
C1 15.619 -8.714 16.786
O1 14.534 -8.859 15.810
C2 14.309 -10.306 15.609
C3 12.995 -10.356 14.805
C4 12.924 -11.751 14.225
N1 12.939 -9.365 13.744
H1 15.754 -7.638 16.675
H2 16.411 -9.337 16.371
H3 15.448 -9.163 17.765
H4 15.098 -10.712 14.976
H5 14.117 -10.874 16.520
H6 12.109 -10.121 15.395
H7 13.652 -12.058 13.474
H8 11.930 -11.866 13.792
H9 12.870 -12.507 15.007
H10 13.425 -8.562 14.117
H11 13.629 -9.577 13.038
C5 2.324 -8.380 14.884
O2 3.492 -7.800 14.311
C6 4.561 -8.768 14.558
C7 5.874 -8.268 13.912
C8 5.706 -8.249 12.400
N2 6.946 -9.187 14.208
H12 2.169 -9.392 14.510
H13 1.525 -7.700 14.590
H14 2.223 -8.390 15.969
H15 4.794 -8.977 15.602
H16 4.264 -9.767 14.238
H17 5.860 -7.224 14.224
H18 5.569 -9.208 11.901
H19 6.473 -7.648 11.912
H20 4.761 -7.750 12.187
H21 7.736 -8.661 13.864
H22 7.130 -9.191 15.201
C9 16.259 -10.836 23.159
O3 15.171 -11.291 22.368
C10 14.296 -12.125 23.043
C11 13.361 -12.881 22.111
N3 14.096 -13.776 21.092
C12 13.180 -14.439 20.205
C13 13.816 -15.326 19.143
O4 14.804 -14.588 18.348
C14 15.305 -15.455 17.356
H23 15.865 -10.304 24.024
H24 16.900 -10.193 22.555
H25 16.849 -11.552 23.732
H26 13.759 -11.394 23.648
H27 14.825 -12.771 23.744
H28 12.841 -12.179 21.460
H29 12.709 -13.551 22.671
H30 14.819 -13.254 20.618
H31 12.610 -13.706 19.635
H32 12.634 -15.112 20.867
H33 13.002 -15.572 18.461
H34 14.272 -16.240 19.521
H35 14.450 -15.455 16.680
H36 15.559 -16.399 17.839
H37 16.217 -15.061 16.909
C15 18.943 -20.965 24.394
O5 18.984 -20.653 23.017
C16 19.700 -19.451 22.700
C17 18.975 -18.220 23.240
N4 18.889 -17.154 22.284
C18 20.057 -16.349 22.181
C19 19.946 -15.365 21.080
O6 19.093 -14.266 21.434
C20 18.376 -13.641 20.358
H38 18.503 -21.961 24.426
H39 18.424 -20.274 25.058
H40 19.890 -21.024 24.932
H41 19.773 -19.488 21.613
H42 20.735 -19.475 23.041
H43 19.304 -18.027 24.262
H44 17.981 -18.649 23.372
H45 18.124 -16.541 22.525
H46 20.877 -17.036 21.973
H47 20.184 -15.723 23.065
H48 19.748 -15.902 20.152
H49 20.976 -15.043 20.931
H50 18.068 -14.317 19.559
H51 18.962 -12.784 20.027
H52 17.509 -13.119 20.762
C21 21.485 0.880 21.255
O7 21.870 1.078 19.837
C22 20.849 1.756 18.979
C23 19.716 0.702 18.635
N5 18.755 1.175 17.598
C24 17.384 0.629 17.800
C25 17.379 -0.878 17.447
O8 15.994 -1.253 17.557
C26 15.640 -2.625 17.234
H53 22.392 0.394 21.616
H54 20.608 0.263 21.450
H55 21.520 1.840 21.769
H56 21.399 2.006 18.072
H57 20.472 2.642 19.489
H58 19.200 0.462 19.564
H59 20.129 -0.250 18.302
H60 18.639 2.174 17.505
H61 16.759 1.063 17.021
H62 16.656 0.863 18.577
H63 17.767 -1.470 18.275
H64 17.726 -1.143 16.448
H65 16.132 -2.973 16.326
H66 14.590 -2.724 16.962
H67 15.912 -3.266 18.073
C27 11.028 -8.124 7.320
O9 10.586 -9.118 6.355
C28 11.523 -9.435 5.343
C29 10.814 -10.542 4.572
N6 9.629 -10.038 3.907
C30 8.742 -11.145 3.479
C31 7.512 -10.599 2.610
O10 6.390 -9.830 3.139
C32 6.819 -8.647 3.877
H68 11.533 -7.352 6.739
H69 11.757 -8.506 8.034
H70 10.145 -7.717 7.814
H71 12.380 -9.860 5.865
H72 11.904 -8.624 4.722
H73 10.610 -11.284 5.344
H74 11.691 -10.984 4.100
H75 9.087 -9.515 4.580
H76 8.271 -11.660 4.317
H77 9.339 -11.846 2.897
H78 7.197 -11.532 2.143
H79 8.035 -10.044 1.832
H80 5.972 -8.214 4.407
H81 7.341 -7.948 3.223
H82 7.587 -8.835 4.628
C33 18.657 -9.298 8.963
C34 17.331 -9.744 9.481
C35 17.262 -11.215 9.919
O11 17.124 -8.990 10.697
H83 18.919 -8.256 9.146
H84 18.763 -9.641 7.934
H85 19.479 -9.856 9.412
H86 16.623 -9.423 8.718
H87 17.281 -11.899 9.070
H88 16.508 -11.610 10.600
H89 18.234 -11.328 10.400
H90 17.206 -8.119 10.300
C36 20.833 -5.781 16.317
C37 22.018 -4.832 16.281
C38 22.000 -4.019 15.013
O12 21.882 -3.983 17.360
H91 19.914 -5.212 16.179
H92 20.763 -6.299 17.274
H93 20.901 -6.427 15.442
H94 22.893 -5.452 16.473
H95 21.285 -3.200 15.091
H96 21.662 -4.597 14.153
H97 22.940 -3.480 14.902
H98 22.445 -3.206 17.332
C39 11.006 -6.461 19.636
C40 11.160 -5.839 21.001
C41 10.092 -4.843 21.370
O13 11.146 -6.896 21.903
H99 11.904 -7.032 19.396
H100 11.046 -5.598 18.971
H101 10.092 -7.026 19.453
H102 12.132 -5.386 21.196
H103 10.341 -4.295 22.279
H104 9.121 -5.296 21.569
H105 9.828 -4.106 20.612
H106 11.547 -7.674 21.508
C42 7.390 -13.480 8.104
C43 8.344 -13.793 9.243
C44 7.959 -15.006 10.044
O14 9.692 -13.919 8.828
H107 7.423 -12.427 7.822
H108 6.344 -13.587 8.390
H109 7.641 -14.161 7.291
H110 8.267 -12.906 9.871
H111 8.374 -14.939 11.049
H112 8.124 -15.949 9.523
H113 6.925 -15.145 10.358
H114 10.257 -13.192 9.099

What is the formula in the fifth record? C4H10N2O2